The following is a quantum chemistry calculation of 11 unconnected molecules or ions with the total composition C20H41N5O32S6 in a non-equilibrium geometry, from OMol25.

E: -159356.5813 eV
multiplicity: 2
HOMO level (spin up / spin down): -12.27 / -12.27 eV
<S²>: 0.76
F_max: 0.115 Eh/bohr
total charge: +1
gap between HOMO and LUMO (spin up / spin down): 8.88 / 4.76 eV

Positions of all 104 atoms, in Å:
C (1.745, -4.414, -3.264)
N (2.501, -3.146, -3.050)
O (1.860, -2.125, -3.011)
O (3.655, -3.325, -2.730)
H (1.657, -4.621, -4.331)
H (0.726, -4.250, -2.912)
H (2.280, -5.174, -2.695)
C (-3.303, -3.329, -3.576)
N (-2.526, -2.468, -2.580)
O (-2.424, -2.880, -1.426)
O (-2.195, -1.327, -2.942)
H (-3.093, -4.398, -3.537)
H (-3.107, -2.850, -4.535)
H (-4.320, -3.027, -3.324)
C (3.288, -4.048, 1.618)
N (2.221, -4.457, 0.688)
O (1.336, -3.627, 0.562)
O (2.313, -5.509, 0.067)
H (2.987, -3.262, 2.310)
H (4.076, -3.731, 0.935)
H (3.605, -4.928, 2.178)
C (0.396, -0.611, -0.635)
N (-0.211, 0.540, 0.073)
O (-0.856, 0.345, 1.059)
O (-0.039, 1.687, -0.336)
H (0.762, -0.288, -1.610)
H (-0.421, -1.307, -0.827)
H (1.219, -1.104, -0.117)
C (-1.759, -4.931, 1.706)
C (-1.857, -3.451, 2.011)
O (-0.560, -3.294, 2.611)
S (-0.291, -4.447, 3.728)
O (-0.948, -4.015, 4.987)
O (1.186, -4.865, 3.829)
O (-1.165, -5.574, 2.803)
H (-1.028, -5.039, 0.905)
H (-2.607, -5.523, 1.362)
H (-2.716, -3.197, 2.633)
H (-1.900, -2.883, 1.081)
C (0.717, 4.938, 2.065)
C (0.991, 3.424, 2.316)
O (-0.100, 2.957, 2.981)
S (-1.461, 3.729, 2.466)
O (-2.310, 4.093, 3.638)
O (-2.080, 2.944, 1.390)
O (-0.632, 5.053, 1.783)
H (1.366, 5.205, 1.232)
H (0.710, 5.509, 2.993)
H (1.895, 3.229, 2.892)
H (0.941, 2.766, 1.448)
C (-0.272, -0.184, 4.570)
C (0.873, -0.566, 3.557)
O (1.940, -1.011, 4.373)
S (2.079, 0.128, 5.600)
O (2.214, 1.484, 4.998)
O (2.968, -0.343, 6.630)
O (0.421, -0.127, 5.865)
H (-1.071, -0.916, 4.687)
H (-0.708, 0.813, 4.509)
H (1.244, 0.308, 3.021)
H (0.566, -1.327, 2.840)
C (5.847, 2.315, 0.002)
C (6.323, 1.204, 1.019)
O (5.404, 0.143, 0.732)
S (3.885, 0.707, 0.177)
O (3.075, 1.060, 1.343)
O (3.409, -0.231, -0.843)
O (4.557, 2.041, -0.503)
H (6.621, 2.280, -0.764)
H (5.803, 3.270, 0.526)
H (6.126, 1.423, 2.068)
H (7.367, 0.897, 0.943)
C (-5.942, -2.268, -1.012)
C (-5.772, -0.946, -1.635)
O (-5.303, -0.167, -0.579)
S (-5.002, -0.884, 0.858)
O (-6.152, -0.722, 1.726)
O (-3.642, -0.528, 1.295)
O (-4.984, -2.374, 0.069)
H (-5.579, -3.112, -1.598)
H (-6.992, -2.254, -0.718)
H (-6.691, -0.522, -2.038)
H (-5.068, -0.931, -2.468)
C (-2.612, 3.703, -1.152)
C (-3.007, 2.861, -2.386)
O (-3.582, 3.801, -3.354)
S (-2.896, 5.259, -3.250)
O (-3.967, 6.172, -3.515)
O (-1.618, 5.349, -4.017)
O (-2.579, 5.040, -1.670)
H (-1.616, 3.428, -0.806)
H (-3.305, 3.585, -0.318)
H (-3.643, 1.982, -2.271)
H (-1.987, 2.586, -2.654)
N (1.947, 4.637, -3.156)
C (2.714, 4.887, -4.267)
C (2.847, 3.674, -4.884)
C (2.097, 2.743, -4.153)
C (1.803, 3.250, -2.924)
H (1.616, 5.379, -2.556)
H (2.976, 5.906, -4.508)
H (3.359, 3.502, -5.819)
H (2.100, 1.707, -4.461)
H (1.284, 2.894, -2.047)

***

The following is a quantum chemistry calculation of 2 unconnected molecules or ions with the total composition H5PSi in a non-equilibrium geometry, from OMol25.

E: -17244.6977 eV
HOMO level: -9.29 eV
F_max: 0.081 Eh/bohr
total charge: 0
gap between HOMO and LUMO: 9.43 eV
relative energy (zero: lowest compared OMol25 entry of this formula, charge and spin): 38.2 kcal/mol

Positions of all 7 atoms, in Å:
Si (0.223, -0.162, -0.954)
P (-0.122, -0.492, 1.258)
H (1.598, 0.298, -1.213)
H (-0.021, -1.644, -1.495)
H (-0.764, 0.804, -1.336)
H (-1.438, 0.146, 1.533)
H (0.525, 1.049, 2.206)